Record 1
A molecular structure, C5H6Cl2N2O4ScYb in a non-equilibrium geometry, computed with wB97M-V/def2-TZVPD.

```
21
Properties=species:S:1:pos:R:3:mulliken_spin:R:1
Sc 1.74 0.34 -3.10 0.000
Yb -0.27 -0.11 -1.03 0.993
Cl 1.89 0.65 -0.74 0.003
Cl 0.59 -1.73 -2.75 0.001
C -2.23 -0.89 -1.51 0.001
C 2.58 2.07 -3.40 0.000
C 1.57 0.17 -5.03 0.000
O -3.36 -1.32 -1.78 0.000
O 3.09 3.10 -3.55 0.000
O 1.47 0.04 -6.18 0.000
C 0.31 -1.17 3.68 0.000
N -0.68 -0.20 3.17 0.001
C -0.86 0.05 1.90 -0.001
N -1.81 0.96 1.46 0.001
O -0.13 -0.57 0.97 0.002
H 0.88 -1.63 2.87 0.000
H -0.22 -1.95 4.24 0.000
H 1.00 -0.65 4.35 0.000
H -1.25 0.27 3.84 0.000
H -1.94 1.15 0.47 0.000
H -2.37 1.41 2.13 0.000
```

The net charge is +4. The HOMO energy (alpha / beta) comes out at -23.081 / -23.079 eV. The total energy is -3442.59402 Ha. Its spin multiplicity is 2. For the HOMO-LUMO gap (alpha / beta), the calculation gives 4.206 / 4.204 eV.

Record 2
A molecular structure, C5H6Cl2NdO4RhS in a non-equilibrium geometry, computed with wB97M-V/def2-TZVPD.

```
20
Properties=species:S:1:pos:R:3:mulliken_spin:R:1
Rh -4.99 -2.18 -4.81 2.312
Nd -0.92 -0.94 -0.20 3.027
Cl -4.95 -3.44 -2.85 0.717
Cl -1.45 1.49 -0.55 -0.001
C 1.27 0.04 -0.28 -0.004
C -6.17 -3.39 -5.56 0.084
C -4.96 -1.19 -6.33 -0.173
O 2.20 0.70 -0.10 0.002
O -6.91 -4.18 -5.98 -0.027
O -4.94 -0.56 -7.32 0.083
C 0.53 1.00 3.34 0.088
S 0.45 -0.80 3.21 0.404
C -1.04 -1.08 4.16 0.076
O -0.18 -1.08 1.83 0.355
H 1.01 1.10 4.34 -0.005
H -0.46 1.47 3.30 0.032
H 1.20 1.42 2.58 0.005
H -1.83 -0.40 3.78 0.024
H -1.31 -2.12 3.97 0.003
H -0.81 -0.95 5.23 -0.002
```

The net charge is +4. The HOMO energy (alpha / beta) comes out at -19.709 / -22.455 eV. The total energy is -2483.74513 Ha. The value obtained for the relative energy (zero: lowest compared OMol25 entry of this formula, charge and spin) is 0.00 kcal/mol. Its spin multiplicity is 8. For the HOMO-LUMO gap (alpha / beta), the calculation gives 4.470 / 2.396 eV.

Record 3
A molecular structure, C5H6Cl2O4RuSY in a non-equilibrium geometry, computed with wB97M-V/def2-TZVPD.

```
20
Properties=species:S:1:pos:R:3:mulliken_spin:R:1
Ru 0.26 0.40 -3.28 3.513
Y 0.77 0.67 -0.32 0.047
Cl -0.49 -1.03 -1.43 0.127
Cl -0.38 2.38 -1.90 0.145
C 1.84 2.39 0.47 0.013
C 0.72 -1.09 -4.21 -0.103
C 0.80 1.50 -4.62 -0.092
O 2.44 3.29 0.90 0.009
O 1.02 -2.03 -4.81 0.176
O 1.15 2.18 -5.49 0.160
C -1.69 -0.41 3.34 0.043
S -0.76 0.03 1.88 0.160
C 0.34 -1.52 1.95 0.055
O -1.94 0.06 0.90 0.729
H -1.04 -0.52 4.15 0.000
H -2.25 -1.34 3.11 0.000
H -2.40 0.39 3.47 0.005
H -0.31 -2.38 1.94 0.012
H 1.02 -1.55 1.09 0.005
H 0.93 -1.44 2.87 -0.005
```

The net charge is +4. The HOMO energy (alpha / beta) comes out at -22.161 / -26.504 eV. The total energy is -1944.78204 Ha. The value obtained for the relative energy (zero: lowest compared OMol25 entry of this formula, charge and spin) is 89.91 kcal/mol. Its spin multiplicity is 6. For the HOMO-LUMO gap (alpha / beta), the calculation gives 4.971 / 7.037 eV.

Record 4
C5H6ClFO in the gas phase in a non-equilibrium geometry, computed with wB97M-V/def2-TZVPD.

```
14
Properties=species:S:1:pos:R:3:lowdin_charge:R:1
F 2.02 1.56 -0.22 -0.009
C 1.55 0.28 -0.23 -0.677
Cl 2.90 -0.89 0.03 0.653
C 0.45 0.05 0.75 -0.340
C -0.89 0.88 0.49 -0.074
C -1.62 -0.13 -0.42 -0.109
C -1.03 -1.25 -0.33 -0.168
O 0.04 -1.32 0.61 -0.110
H 1.21 -0.06 -1.23 0.117
H 0.84 0.11 1.84 0.179
H -1.51 1.24 1.39 0.143
H -0.60 1.65 -0.18 0.088
H -2.29 -0.03 -1.39 0.156
H -1.06 -2.08 -1.11 0.152
```

The HOMO energy comes out at -9.519 eV. The total energy is -829.34782 Ha. The value obtained for the relative energy (zero: lowest compared OMol25 entry of this formula, charge and spin) is 27.81 kcal/mol. Its spin multiplicity is 1. For the HOMO-LUMO gap, the calculation gives 10.431 eV.

Record 5
C5H6ClNO in the gas phase in a non-equilibrium geometry, computed with wB97M-V/def2-TZVPD.

```
14
Properties=species:S:1:pos:R:3:lowdin_charge:R:1
C 2.20 -1.36 0.73 0.013
C 1.52 -1.34 -0.42 -0.169
C 0.03 -1.24 -0.49 -0.113
C -0.65 -0.20 0.01 -0.638
Cl -2.42 -0.22 -0.03 0.642
C -0.14 0.94 0.72 -0.235
N 0.76 1.80 0.43 0.014
O 1.28 1.64 -0.84 -0.054
H 3.30 -1.37 0.81 0.070
H 1.62 -1.36 1.64 0.066
H 2.01 -1.45 -1.37 0.099
H -0.48 -1.93 -1.07 0.080
H -0.59 1.08 1.73 0.126
H 2.04 2.21 -0.97 0.098
```

The HOMO energy comes out at -9.202 eV. The total energy is -784.19697 Ha. The value obtained for the relative energy (zero: lowest compared OMol25 entry of this formula, charge and spin) is 78.31 kcal/mol. Its spin multiplicity is 1. For the HOMO-LUMO gap, the calculation gives 9.635 eV.

Record 6
2 unconnected molecules or ions with the total composition C5H6ClO2S in a non-equilibrium geometry, computed with wB97M-V/def2-TZVPD.

```
15
Properties=species:S:1:pos:R:3:lowdin_charge:R:1
C 0.86 -0.65 -1.40 -0.398
C -0.92 0.69 1.60 -0.670
C 0.56 -2.04 -0.70 -0.837
C -1.09 -0.61 1.75 -0.045
C 0.47 2.09 -1.61 -0.422
O 1.53 -2.36 0.02 -0.087
O -0.46 -2.70 -0.86 -0.069
S -0.11 0.52 -2.07 0.866
Cl -1.44 1.84 2.75 0.558
H 1.85 -0.42 -1.04 0.047
H -0.66 -1.30 1.13 -0.015
H -1.67 -1.13 2.66 0.114
H 1.36 1.96 -0.93 0.006
H -0.40 1.11 0.78 -0.003
H 0.15 3.00 -2.07 -0.045
```

The net charge is -1. The HOMO energy (alpha / beta) comes out at -4.130 / -4.322 eV. The total energy is -1202.90992 Ha. The value obtained for the relative energy (zero: lowest compared OMol25 entry of this formula, charge and spin) is 96.14 kcal/mol. Its spin multiplicity is 1. For the HOMO-LUMO gap (alpha / beta), the calculation gives 7.206 / 7.403 eV.